1.
{
  "formula": "C2H10N2S",
  "method": "ωB97M-V/def2-TZVPD",
  "smiles": "NCN.CS",
  "homo_lumo_gap_ev": 10.1,
  "lumo_ev": 1.11,
  "e_homo_ha": -0.3321,
  "energy_ha": -589.86201,
  "species": ["C", "S", "H", "H", "H", "H", "N", "C", "N", "H", "H", "H", "H", "H", "H"],
  "coordinates": [[-1.1194, 2.8917, 4.2413], [-0.0566, 4.3411, 4.2519], [-1.9813, 3.1416, 3.6295], [-1.5154, 2.6530, 5.2300], [-0.6774, 1.9725, 3.8825], [0.7771, 3.9107, 5.2069], [-0.3242, -2.5603, -3.6549], [0.7824, -1.7298, -3.1540], [0.9651, -2.0911, -1.7120], [-0.4667, -2.4189, -4.6503], [-1.1762, -2.1646, -3.2589], [0.4899, -0.6816, -3.1501], [1.6701, -2.0068, -3.6889], [0.6658, -3.0626, -1.6223], [1.9668, -2.1949, -1.5508]]
}

---

2.
{
  "formula": "C4H11S",
  "method": "ωB97M-V/def2-TZVPD",
  "homo_lumo_gap_ev": 5.0,
  "lumo_ev": 3.05,
  "e_homo_ha": -0.0712,
  "energy_ha": -557.16953,
  "charge": -1,
  "species": ["C", "S", "H", "H", "H", "C", "C", "C", "H", "H", "H", "H", "H", "H", "H", "H"],
  "coordinates": [[-4.4679, 0.6059, -2.5452], [-4.4586, 1.9800, -1.2676], [-5.3131, -0.0651, -2.6470], [-4.3853, 1.1537, -3.5307], [-3.5077, 0.0184, -2.4593], [3.2840, -0.6126, 1.0173], [1.8152, -0.9346, 1.2969], [0.9544, 0.3454, 1.1732], [3.3107, -0.3928, -0.0825], [3.7913, -1.5365, 1.1624], [3.5774, 0.2212, 1.6605], [1.8289, -1.2880, 2.3387], [1.2967, -1.6984, 0.5827], [-0.1326, 0.1950, 1.3563], [1.1788, 1.2194, 1.7601], [1.2278, 0.7891, 0.1841]]
}

---

3.
{
  "formula": "C57H38Cl4IrN7O2S",
  "method": "ωB97M-V/def2-TZVPD",
  "homo_lumo_gap_ev": [4.9, 5.0],
  "lumo_ev": [-4.57, -4.59],
  "e_homo_ha": [-0.3484, -0.3541],
  "multiplicity": 2,
  "energy_ha": -5071.80422,
  "charge": 1,
  "species": ["Ir", "Cl", "C", "C", "C", "C", "C", "C", "C", "C", "C", "C", "C", "C", "C", "C", "C", "C", "Cl", "C", "C", "C", "N", "C", "C", "C", "C", "C", "C", "Cl", "C", "C", "C", "C", "C", "C", "N", "C", "C", "C", "C", "C", "N", "C", "C", "C", "C", "Cl", "C", "C", "C", "C", "N", "H", "H", "H", "H", "H", "H", "H", "H", "H", "H", "H", "H", "H", "H", "H", "H", "H", "H", "H", "H", "H", "H", "H", "H", "O", "C", "O", "C", "C", "C", "C", "C", "C", "C", "C", "C", "N", "H", "H", "H", "H", "H", "H", "C", "N", "C", "S", "N", "C", "H", "H", "H", "H", "H", "H", "H", "H"],
  "coordinates": [[0.4965, -0.6065, 0.4520], [-4.0269, -6.8653, 5.8463], [-3.3119, -5.7103, 4.7820], [-2.3103, -6.1048, 3.9130], [-1.7150, -5.1642, 3.0855], [-2.1131, -3.8286, 3.1090], [-3.1431, -3.4621, 3.9800], [-3.7416, -4.3904, 4.8115], [-1.4293, -2.8182, 2.2709], [-1.2637, -3.0453, 0.9631], [-1.8280, -4.1823, 0.2265], [-1.4047, -4.0812, -1.0321], [-0.5828, -2.8735, -1.1330], [0.1201, -2.4543, -2.3149], [0.1807, -3.4259, -3.4550], [-0.9112, -3.6433, -4.2906], [-0.8566, -4.6039, -5.2899], [0.2937, -5.3610, -5.4446], [0.3476, -6.5925, -6.6599], [1.3977, -5.1522, -4.6336], [1.3379, -4.1797, -3.6441], [0.7992, -1.2858, -2.4454], [1.0006, -0.3438, -1.4511], [1.6676, 0.6934, -1.9777], [2.1739, 1.7849, -1.2398], [2.6485, 3.0136, -1.9497], [3.6420, 2.9933, -2.9287], [4.0666, 4.1624, -3.5436], [3.4917, 5.3713, -3.1854], [4.0233, 6.8325, -3.9456], [2.5110, 5.4226, -2.2078], [2.1002, 4.2471, -1.5932], [2.3376, 1.7317, 0.1434], [3.2243, 2.5591, 0.9571], [3.3827, 1.9521, 2.1455], [2.5612, 0.7548, 2.1378], [1.8941, 0.7025, 0.9154], [2.4635, -0.2354, 3.1085], [1.1482, -0.8251, 3.3207], [0.5852, -1.2570, 4.6269], [-0.6797, -1.6073, 4.4446], [-1.0134, -1.4972, 2.9649], [0.2312, -0.9397, 2.4000], [3.6740, -0.7641, 3.7933], [4.9594, -0.2934, 3.4756], [6.1051, -0.8845, 3.9741], [6.0071, -1.9799, 4.8119], [7.4362, -2.7457, 5.4071], [4.7623, -2.4784, 5.1472], [3.6196, -1.8812, 4.6408], [1.8542, 0.4440, -3.4165], [1.3660, -0.7698, -3.6895], [-0.5433, -2.2568, 0.0342], [-1.9910, -7.1389, 3.8926], [-0.8937, -5.4658, 2.4466], [-3.5101, -2.4407, 3.9783], [-4.5404, -4.0967, 5.4814], [-2.5040, -4.9180, 0.6313], [-1.6313, -4.7494, -1.8482], [-1.8108, -3.0485, -4.1618], [-1.7014, -4.7693, -5.9471], [2.2907, -5.7490, -4.7718], [2.1940, -4.0137, -2.9980], [4.1299, 2.0587, -3.1809], [4.8536, 4.1403, -4.2886], [2.0788, 6.3755, -1.9270], [1.3355, 4.2888, -0.8235], [3.7045, 3.4715, 0.6358], [3.9683, 2.3091, 2.9783], [1.1008, -1.1836, 5.5735], [-1.3737, -1.9412, 5.1986], [5.0738, 0.5367, 2.7966], [7.0824, -0.5134, 3.6892], [4.6837, -3.3480, 5.7887], [2.6718, -2.3298, 4.8995], [2.3203, 1.1205, -4.1172], [1.3555, -1.2869, -4.6383], [-1.9647, 0.5582, 4.5657], [-2.2524, 0.5413, 3.4072], [-2.1004, -0.6031, 2.6252], [-2.7883, 1.7660, 2.7116], [-3.9362, 2.3825, 3.2525], [-4.4070, 3.5016, 2.6545], [-3.7129, 4.0459, 1.5655], [-4.1107, 5.2538, 0.9417], [-3.3782, 5.7695, -0.0768], [-2.2184, 5.0998, -0.5299], [-1.8203, 3.9220, 0.0375], [-2.5580, 3.3665, 1.1058], [-2.1228, 2.1942, 1.6758], [-4.4092, 1.9576, 4.1296], [-5.3018, 3.9945, 3.0187], [-4.9962, 5.7641, 1.3069], [-3.6725, 6.7027, -0.5423], [-1.6368, 5.5394, -1.3276], [-0.9375, 3.3850, -0.2906], [-3.5998, 3.0488, -4.8562], [-3.2538, 1.8530, -4.0959], [-2.1456, 1.5904, -3.3791], [-2.1812, 0.3783, -2.1939], [-1.0243, 2.3124, -3.5781], [-0.5884, 3.0854, -4.7380], [-4.6671, 3.2221, -4.7458], [-3.3842, 2.9512, -5.9205], [-3.0796, 3.9178, -4.4636], [-3.9911, 1.1964, -3.9183], [-0.3082, 2.0857, -2.9127], [-1.2930, 3.0030, -5.5535], [0.3660, 2.6918, -5.0917], [-0.4488, 4.1391, -4.4891]]
}

---

What is the formula in the third record? C57H38Cl4IrN7O2S